# 1
Molecular formula: C38H31IrN5O5
Method: DFT, the ωB97M-V functional and the def2-TZVPD basis

- multiplicity = 2
- frontier orbital gap (alpha / beta) (eV) = 3.8 / 3.6
- net charge = +2
- HOMO level (alpha / beta) (eV) = -12.465 / -12.471

Structure (XYZ):
```
80
C38H31IrN5O5, DFT the ωB97M-V functional and the def2-TZVPD basis
Ir -0.47 0.25 0.59
C 3.25 2.02 -1.80
O 2.02 2.70 -2.08
C 1.13 2.17 -1.27
N 1.48 1.17 -0.54
C 2.77 0.74 -1.09
C 3.78 0.06 -0.21
C 3.63 -0.06 1.17
C 4.58 -0.75 1.90
C 5.68 -1.32 1.27
C 5.83 -1.20 -0.10
C 4.88 -0.51 -0.84
C -0.29 2.47 -1.43
C -0.92 1.94 -2.68
C -2.72 0.75 -2.28
C -3.15 0.59 -0.87
C -3.11 1.74 -0.19
N -1.06 2.90 -0.52
C -3.14 1.25 2.08
N -2.06 0.55 2.14
C -2.06 -0.15 3.43
C -3.33 0.42 4.13
O -3.92 1.27 3.14
C -2.08 -1.66 3.28
C -1.69 -2.26 2.09
C -1.65 -3.64 1.97
C -1.99 -4.43 3.05
C -2.37 -3.84 4.24
C -2.42 -2.46 4.36
H 3.86 2.65 -1.15
H 3.76 1.85 -2.75
H 2.50 -0.01 -1.86
H 2.76 0.37 1.65
H 4.46 -0.85 2.97
H 6.42 -1.85 1.85
H 6.68 -1.64 -0.60
H 4.98 -0.43 -1.91
H -0.44 2.25 -3.60
H -3.43 0.32 -2.98
H -3.57 -0.34 -0.51
H -1.16 0.13 3.99
H -3.11 1.04 5.00
H -4.06 -0.34 4.39
H -1.40 -1.64 1.23
H -1.34 -4.09 1.04
H -1.95 -5.51 2.96
H -2.62 -4.46 5.09
H -2.71 -2.02 5.30
C -2.43 4.68 1.45
O -3.11 4.95 0.24
C -3.12 4.22 -0.85
C -3.78 4.76 -1.93
C -3.78 4.19 -3.22
C -3.13 3.03 -3.48
C -2.42 2.27 -2.44
C -1.24 0.39 -2.61
N -0.56 -0.36 -1.62
N 0.34 -1.23 -1.98
C 1.05 -1.80 -0.99
O 0.85 -1.51 0.22
C 2.12 -2.74 -1.32
C 2.81 -3.31 -0.24
C 3.84 -4.20 -0.46
C 4.21 -4.52 -1.76
C 3.54 -3.94 -2.84
C 2.50 -3.06 -2.63
C -2.45 2.86 -0.99
O -3.55 2.00 1.08
H -2.05 5.64 1.79
H -1.61 3.97 1.32
H -3.16 4.31 2.17
H -4.27 5.71 -1.78
H -4.29 4.72 -4.01
H -3.10 2.63 -4.48
H -1.12 -0.08 -3.58
H 2.52 -3.02 0.76
H 4.35 -4.65 0.38
H 5.00 -5.23 -1.94
H 3.84 -4.18 -3.85
H 1.98 -2.62 -3.47
```

# 2
Molecular formula: C4H10ClN
Method: DFT, the ωB97M-V functional and the def2-TZVPD basis

- multiplicity = 1
- frontier orbital gap (eV) = 9.6
- net charge = 0
- HOMO level (eV) = -8.984

Structure (XYZ):
```
16
C4H10ClN, DFT the ωB97M-V functional and the def2-TZVPD basis
C 1.39 1.66 -0.74
C 0.04 -1.70 0.19
C 0.98 0.39 -0.13
C -0.08 -0.34 -0.43
N -2.40 0.15 1.09
Cl -0.88 -0.20 -1.90
H 2.42 1.69 -1.07
H 1.38 2.37 0.06
H 0.77 2.01 -1.57
H -0.95 -2.30 -0.07
H 0.82 -2.30 -0.47
H 0.40 -1.91 1.20
H -1.41 1.00 0.73
H 1.46 0.07 0.75
H -1.99 -0.17 2.03
H -1.96 -0.42 0.34
```